[1]
C6H10N2 | the ωB97M-V functional and the def2-TZVPD basis

Last column: Löwdin charge in e.
Element x y z (Å)
1 C -2.5006 -0.4463 0.1050  0.013
2 C -1.2480 -0.0102 0.1150  -0.266
3 C -0.5748 1.3491 -0.4157  -0.174
4 N 0.6494 1.6581 0.3506  -0.028
5 C 1.1291 0.2674 0.6706  -0.298
6 C 1.8420 -0.5431 -0.3112  -0.171
7 N 0.6586 -1.4130 -0.5321  0.014
8 C -0.0942 -0.7628 0.6341  -0.219
9 H -2.8661 -1.5874 0.1766  0.104
10 H -3.4112 0.1246 -0.3091  0.073
11 H -0.4606 1.2408 -1.5052  0.100
12 H -1.1054 2.3884 -0.5163  0.132
13 H 1.3749 2.1706 -0.1965  0.120
14 H 1.5720 0.4066 1.6614  0.129
15 H 2.0100 0.1372 -1.1481  0.110
16 H 2.6881 -1.1347 0.0193  0.114
17 H 0.6989 -2.3837 -0.2980  0.082
18 H -0.3620 -1.4616 1.4996  0.163

**Total energy**: -344.0043 a.u.
**Total charge**: 0
**SMILES string**: C=C1CN[C@@H]2CN[C@H]12
**LUMO energy**: 0.99 eV
**Gap between HOMO and LUMO**: 0.361 hartree

[2]
C43H59Br33F2O3 | the ωB97M-V functional and the def2-TZVPD basis

Last column: Löwdin charge in e.
Element x y z (Å)
1 C -4.7331 -3.7199 -0.9298  -0.178
2 C -5.1306 -3.4675 -2.4228  -0.228
3 C -4.0652 -2.6539 -3.2249  -0.221
4 C -3.4574 -1.4579 -2.4293  -0.195
5 C -1.9355 -1.8347 -2.2179  -0.204
6 C -1.1903 -1.8336 -3.5883  -0.220
7 C -0.0471 -2.9231 -3.7008  -0.217
8 C 1.2010 -2.4599 -2.8621  -0.180
9 C 1.9920 -3.7375 -2.3242  -0.183
10 C 2.2518 -3.7092 -0.7800  -0.198
11 C 1.0704 -4.3679 0.0028  -0.182
12 C 1.0838 -3.9526 1.5094  -0.257
13 C 0.1251 -2.7689 1.8145  -0.222
14 C 0.1115 -2.3966 3.3276  -0.279
15 C -0.3701 -0.9358 3.5838  -0.267
16 C 0.8511 0.0633 3.6943  -0.142
17 C 1.3309 0.2662 2.2419  -0.072
18 C 0.7164 1.0902 1.3557  -0.063
19 C -0.5109 1.8970 1.7756  -0.086
20 C -0.6559 3.2578 1.0444  -0.226
21 O 0.5405 4.0165 1.0501  -0.141
22 C 0.6982 4.7948 -0.1245  -0.264
23 C 2.2419 4.8539 -0.4079  -0.057
24 C 1.2798 1.1227 -0.0639  -0.251
25 O 0.5659 1.5381 -0.9562  0.087
26 C 2.6748 0.6077 -0.3775  -0.022
27 C 3.3977 0.9334 -1.5683  -0.109
28 C 2.8167 1.8857 -2.6233  -0.096
29 C 3.9490 2.5610 -3.4456  -0.178
30 F 4.3055 1.7365 -4.5363  -0.087
31 C 4.6914 0.3341 -1.7511  0.064
32 C 5.2743 -0.5506 -0.8023  -0.225
33 F 6.4741 -1.1032 -1.0397  0.067
34 C 4.5906 -0.8563 0.4108  0.005
35 C 3.3040 -0.2636 0.5810  -0.062
36 C 2.5503 -0.5847 1.8611  -0.270
37 O 2.9487 -1.4809 2.5648  0.069
38 H -3.7333 -3.3255 -0.6676  0.037
39 H -5.5330 -3.2632 -0.3137  0.080
40 H -4.6956 -4.7865 -0.6468  -0.077
41 H -5.2483 -4.4497 -2.9213  0.079
42 H -6.1043 -2.9483 -2.5117  0.102
43 H -3.2704 -3.3305 -3.5903  0.098
44 H -4.5764 -2.2762 -4.1377  0.108
45 H -3.5290 -0.5044 -2.9874  0.108
46 H -3.9715 -1.3114 -1.4612  0.099
47 H -1.4830 -1.0207 -1.6117  0.101
48 H -1.9190 -2.8073 -1.6891  0.091
49 H -0.7725 -0.8242 -3.7653  0.104
50 H -1.8748 -2.0702 -4.4305  0.091
51 H 0.3061 -3.0154 -4.7457  0.013
52 H -0.4673 -3.8645 -3.3002  0.101
53 H 1.8473 -1.8163 -3.4907  0.103
54 H 0.8712 -1.8461 -2.0013  0.093
55 H 1.3684 -4.6141 -2.5801  0.096
56 H 2.9391 -3.7662 -2.8952  0.101
57 H 2.4320 -2.6611 -0.4631  0.090
58 H 3.2097 -4.2424 -0.6116  0.103
59 H 1.3001 -5.4562 0.0061  0.115
60 H 0.0875 -4.1845 -0.4686  0.094
61 H 0.8140 -4.7840 2.1878  -0.006
62 H 2.1401 -3.6932 1.7382  0.097
63 H 0.3530 -1.9073 1.1504  0.107
64 H -0.8825 -3.1205 1.4966  0.073
65 H -0.5720 -3.1126 3.8339  -0.024
66 H 1.1148 -2.5947 3.7413  0.057
67 H -0.9908 -0.9505 4.4991  -0.074
68 H -1.0448 -0.6254 2.7581  0.111
69 H 1.6370 -0.4336 4.2944  0.105
70 H 0.5829 1.0109 4.1859  0.102
71 H -0.5560 2.0993 2.8622  0.116
72 H -1.4335 1.3172 1.5527  0.134
73 H -1.4260 3.8477 1.5989  0.128
74 H -1.0830 3.0686 0.0435  0.113
75 H 0.2556 4.3056 -1.0209  0.109
76 H 0.2391 5.8012 -0.0639  0.120
77 H 2.5854 3.8028 -0.3359  0.061
78 H 2.4142 5.2863 -1.4072  0.075
79 H 2.7015 5.4433 0.4053  0.079
80 H 2.1848 1.3533 -3.3553  0.119
81 H 2.2643 2.6712 -2.0733  0.089
82 H 3.6576 3.5376 -3.8658  0.111
83 H 4.8772 2.6948 -2.8567  0.118
84 H 5.2711 0.5266 -2.6661  0.121
85 H 5.0190 -1.5499 1.1815  -0.060
86 C -6.9723 4.7705 4.8145  -1.631
87 Br -7.0802 2.9747 4.1232  0.568
88 Br -8.2707 5.0869 6.2088  0.564
89 Br -5.1822 5.2117 5.3959  0.536
90 H -7.2159 5.4372 3.9974  -0.032
91 C 0.3654 6.6104 -5.9634  -1.614
92 Br -0.1019 8.0943 -4.8169  0.600
93 Br 2.2802 6.3982 -6.1196  0.589
94 Br -0.4847 4.9745 -5.3956  0.566
95 H -0.0115 6.8402 -6.9517  -0.026
96 C 1.2344 -0.1900 -7.5742  -1.614
97 Br 0.3578 -1.8301 -7.0532  0.647
98 Br 1.0566 0.1526 -9.4671  0.570
99 Br 0.6233 1.3075 -6.5206  0.548
100 H 2.2909 -0.3143 -7.3709  -0.027
101 C 5.7082 7.8103 -7.2966  -1.648
102 Br 6.3075 7.2040 -5.5616  0.551
103 Br 6.0389 9.6956 -7.5505  0.565
104 Br 6.4607 6.7501 -8.7248  0.570
105 H 4.6352 7.6711 -7.3293  -0.092
106 C -0.9640 -5.3688 4.7435  -1.511
107 Br -1.9312 -4.1734 5.9233  0.608
108 Br -1.6567 -5.3453 2.9449  0.649
109 Br 0.9397 -5.0376 4.7708  0.720
110 H -1.1198 -6.3681 5.1323  -0.041
111 C -3.9347 -7.5764 -0.8310  -1.568
112 Br -2.9111 -6.0411 -0.2595  0.642
113 Br -5.6339 -7.6796 0.0840  0.589
114 Br -4.1467 -7.6192 -2.7502  0.592
115 H -3.3697 -8.4564 -0.5533  -0.028
116 C -3.7364 5.5881 9.4725  -1.634
117 Br -4.5928 7.2968 9.1900  0.560
118 Br -2.9894 5.4437 11.2480  0.569
119 Br -4.9254 4.1199 9.0741  0.526
120 H -2.9110 5.5274 8.7749  -0.033
121 C 0.4836 11.9525 -5.7511  -1.646
122 Br -0.1845 13.1247 -4.3684  0.565
123 Br -0.2305 12.4101 -7.4868  0.564
124 Br 2.4136 11.8887 -5.7655  0.554
125 H 0.1352 10.9548 -5.5179  -0.100
126 C -4.2478 -7.5744 6.3258  -1.635
127 Br -3.2228 -9.0306 7.0759  0.569
128 Br -4.1251 -7.5336 4.3982  0.557
129 Br -6.0832 -7.6032 6.9273  0.575
130 H -3.8076 -6.6544 6.6910  -0.064
131 C -1.5659 -0.0042 7.7654  -1.560
132 Br -0.8059 -0.2812 9.5202  0.571
133 Br -1.7877 1.8847 7.3990  0.565
134 Br -0.5422 -0.9518 6.4198  0.763
135 H -2.5575 -0.4378 7.7786  -0.025
136 C 6.0619 -4.1519 3.5091  -1.579
137 Br 5.1173 -5.8066 3.8159  0.571
138 Br 5.6617 -3.3856 1.7723  0.742
139 Br 5.7653 -2.8902 4.9398  0.590
140 H 7.1185 -4.3860 3.5024  -0.031

**Total energy**: -87041.5285 a.u.
**Total charge**: 0
**LUMO energy**: -0.94 eV
**Gap between HOMO and LUMO**: 0.309 hartree

What did the first record say?
C6H10N2 | the ωB97M-V functional and the def2-TZVPD basis

Last column: Löwdin charge in e.
Element x y z (Å)
1 C -2.5006 -0.4463 0.1050  0.013
2 C -1.2480 -0.0102 0.1150  -0.266
3 C -0.5748 1.3491 -0.4157  -0.174
4 N 0.6494 1.6581 0.3506  -0.028
5 C 1.1291 0.2674 0.6706  -0.298
6 C 1.8420 -0.5431 -0.3112  -0.171
7 N 0.6586 -1.4130 -0.5321  0.014
8 C -0.0942 -0.7628 0.6341  -0.219
9 H -2.8661 -1.5874 0.1766  0.104
10 H -3.4112 0.1246 -0.3091  0.073
11 H -0.4606 1.2408 -1.5052  0.100
12 H -1.1054 2.3884 -0.5163  0.132
13 H 1.3749 2.1706 -0.1965  0.120
14 H 1.5720 0.4066 1.6614  0.129
15 H 2.0100 0.1372 -1.1481  0.110
16 H 2.6881 -1.1347 0.0193  0.114
17 H 0.6989 -2.3837 -0.2980  0.082
18 H -0.3620 -1.4616 1.4996  0.163

**Total energy**: -344.0043 a.u.
**Total charge**: 0
**SMILES string**: C=C1CN[C@@H]2CN[C@H]12
**LUMO energy**: 0.99 eV
**Gap between HOMO and LUMO**: 0.361 hartree